Computed, not measured: a molecular structure, C24H66N6O10SSr2 in a non-equilibrium geometry, with wB97M-V/def2-TZVPD.

Positions of all 109 atoms, in Å:
Sr: -0.574 5.959 0.127
Sr: -3.238 0.653 4.563
S: -1.239 1.101 0.083
O: -1.815 0.440 -1.111
O: 0.010 1.798 -0.150
O: -2.206 2.040 0.648
O: -0.960 0.188 1.113
C: -9.170 -0.549 3.406
C: -8.231 0.513 2.731
C: -8.224 1.746 3.506
O: -7.341 1.938 4.584
C: -7.643 2.898 5.587
N: -6.941 -0.052 2.516
H: -9.118 -1.550 2.978
H: -10.174 -0.164 3.221
H: -9.040 -0.727 4.473
H: -8.659 0.734 1.753
H: -9.195 2.029 3.913
H: -7.930 2.596 2.889
H: -7.042 3.799 5.717
H: -7.562 2.508 6.602
H: -8.681 3.230 5.564
H: -6.388 0.579 1.954
H: -7.026 -0.928 2.021
C: 6.108 5.695 4.244
C: 5.929 4.792 3.055
C: 6.865 3.580 2.982
O: 8.264 3.869 3.045
C: 9.033 2.871 2.395
N: 4.462 4.441 2.940
H: 6.046 5.071 5.135
H: 5.321 6.449 4.262
H: 7.060 6.213 4.130
H: 6.097 5.333 2.124
H: 6.700 3.029 2.056
H: 6.712 2.878 3.801
H: 8.666 1.858 2.558
H: 10.097 2.775 2.609
H: 9.025 3.089 1.327
H: 4.200 4.467 3.915
H: 4.413 3.493 2.594
C: 5.605 -4.534 4.203
C: 4.241 -4.255 3.441
C: 3.072 -5.046 4.042
O: 3.293 -6.394 4.252
C: 3.627 -7.088 3.068
N: 3.910 -2.825 3.538
H: 5.476 -4.258 5.250
H: 6.381 -3.916 3.752
H: 5.824 -5.597 4.106
H: 4.243 -4.632 2.418
H: 2.144 -4.871 3.498
H: 2.785 -4.888 5.081
H: 3.175 -8.073 2.950
H: 4.692 -7.239 2.888
H: 3.281 -6.524 2.202
H: 3.077 -2.661 2.991
H: 4.603 -2.316 3.008
C: 3.242 -1.065 -4.709
C: 4.675 -1.111 -4.256
C: 5.765 -0.625 -5.214
O: 5.553 0.649 -5.757
C: 4.954 0.606 -7.058
N: 4.729 -0.233 -3.150
H: 2.476 -1.601 -4.149
H: 3.069 -1.450 -5.713
H: 2.835 -0.054 -4.725
H: 4.963 -2.121 -3.966
H: 5.648 -1.429 -5.940
H: 6.682 -0.665 -4.627
H: 5.727 0.095 -7.633
H: 4.725 1.569 -7.515
H: 4.003 0.074 -7.065
H: 5.115 0.619 -3.531
H: 3.788 -0.042 -2.837
C: -5.362 4.548 -2.979
C: -4.385 5.586 -3.614
C: -4.537 7.078 -3.084
O: -4.341 7.083 -1.692
C: -4.757 8.342 -1.152
N: -3.056 5.135 -3.360
H: -6.404 4.737 -3.240
H: -5.329 4.705 -1.901
H: -5.075 3.573 -3.373
H: -4.584 5.688 -4.681
H: -5.593 7.312 -3.220
H: -3.924 7.771 -3.660
H: -4.354 8.283 -0.141
H: -5.844 8.412 -1.207
H: -4.350 9.226 -1.643
H: -2.536 5.429 -4.175
H: -3.060 4.125 -3.373
C: -3.459 -5.580 -3.868
C: -2.976 -6.193 -2.515
C: -1.703 -7.075 -2.556
O: -1.733 -8.277 -3.354
C: -0.583 -9.134 -3.254
N: -2.988 -5.109 -1.489
H: -2.937 -4.736 -4.318
H: -4.406 -5.128 -3.574
H: -3.678 -6.344 -4.614
H: -3.765 -6.909 -2.286
H: -1.574 -7.424 -1.531
H: -0.779 -6.528 -2.744
H: -0.325 -9.841 -4.043
H: -0.776 -9.575 -2.276
H: 0.348 -8.569 -3.222
H: -2.327 -5.224 -0.733
H: -2.837 -4.171 -1.831

## Properties
- ΔE to the lowest compared entry with this formula, charge and spin (kJ/mol) = 2105.3
- charge = +2
- gap between HOMO and LUMO (eV) = 2.6

---

Computed, not measured: a molecular structure, C26H39ClIrN3O4Te in a non-equilibrium geometry, with wB97M-V/def2-TZVPD.

Positions of all 75 atoms, in Å:
O: 2.139 -0.535 -3.410
C: 1.169 -0.216 -4.104
C: 0.609 1.151 -4.267
C: 1.001 2.205 -3.407
H: 1.421 1.968 -2.414
C: 0.777 3.519 -3.801
H: 1.107 4.366 -3.182
C: 0.116 3.764 -5.032
H: 0.129 4.762 -5.479
C: -0.483 2.713 -5.755
H: -1.122 2.903 -6.623
C: -0.272 1.398 -5.337
H: -0.750 0.528 -5.801
H: 0.460 -1.016 -4.429
C: -2.645 -1.772 -1.992
C: -2.529 -0.452 -1.215
H: -3.380 -1.608 -2.793
H: -3.007 -2.585 -1.349
H: -1.710 -2.081 -2.482
C: -3.028 0.723 -1.747
C: -4.418 1.046 -2.187
H: -2.316 1.532 -1.900
H: -4.335 1.446 -3.206
H: -4.826 1.881 -1.602
H: -5.176 0.250 -2.167
Ir: -1.301 -0.482 0.224
Cl: -3.499 -1.215 0.877
C: -1.496 -0.502 3.181
O: -0.738 -0.995 2.293
N: -1.216 -0.650 4.486
C: -0.390 -1.759 4.959
C: -1.788 0.267 5.457
H: -2.402 0.084 2.923
H: 0.053 -2.255 4.093
H: -1.007 -2.477 5.524
H: 0.400 -1.366 5.613
H: -2.022 1.216 4.961
H: -1.062 0.465 6.253
H: -2.721 -0.125 5.887
H: 5.016 1.027 -1.557
H: 3.939 2.490 0.209
C: 3.946 1.107 -1.790
C: 3.174 1.748 0.464
N: 3.128 0.794 -0.629
H: 3.701 0.425 -2.607
C: 2.465 -0.387 -0.484
O: 1.765 -0.697 0.492
H: 3.433 1.254 1.409
H: 2.624 -1.062 -1.345
H: 3.742 2.136 -2.109
H: 2.204 2.264 0.567
H: -0.184 -5.770 0.819
H: 1.909 -5.640 -0.925
C: -0.702 -5.241 0.012
C: 1.251 -5.000 -1.526
N: 0.223 -4.375 -0.700
H: -1.510 -4.641 0.434
C: 0.162 -3.051 -0.528
O: -0.625 -2.535 0.316
H: 1.852 -4.215 -1.991
H: 0.836 -2.448 -1.154
H: -1.115 -5.990 -0.669
H: 0.817 -5.628 -2.313
Te: -0.582 1.847 0.519
C: 0.192 2.074 2.526
C: -0.185 3.218 3.247
C: 0.317 3.403 4.543
C: 1.204 2.470 5.094
C: 1.614 1.358 4.348
C: 1.097 1.156 3.070
H: -0.840 3.951 2.778
H: 0.027 4.289 5.113
H: 1.587 2.607 6.108
H: 2.349 0.653 4.750
H: 1.431 0.314 2.459

## Properties
- 2S+1 = 5
- ΔE to the lowest compared entry with this formula, charge and spin (kJ/mol) = 0.0
- gap between HOMO and LUMO (spin up / spin down) (eV) = 3.7 / 5.1

---

Computed, not measured: 8 unconnected molecules or ions with the total composition C3H20O10 in a non-equilibrium geometry, with wB97M-V/def2-TZVPD.

Positions of all 33 atoms, in Å:
O: 0.397 2.131 -1.232
C: -0.193 1.685 -0.283
O: -1.024 0.633 -0.383
C: -0.038 2.154 1.175
C: -0.079 0.904 2.078
O: 1.067 0.079 1.881
H: -0.918 0.000 -1.105
H: -0.756 2.901 1.488
H: 0.987 2.519 1.245
H: -0.947 0.323 1.801
H: 0.044 1.250 3.103
H: 1.596 0.331 1.082
O: -1.223 1.757 -3.421
H: -0.887 2.515 -2.929
H: -1.169 1.096 -2.727
O: 1.814 -1.889 -1.117
H: 1.811 -2.376 -0.291
H: 0.938 -1.764 -1.478
O: -3.706 -0.239 2.240
H: -4.156 0.128 1.472
H: -2.955 -0.707 1.868
O: -0.133 -0.871 -3.625
H: -0.195 -0.164 -4.285
H: 0.287 -1.542 -4.179
O: 1.139 -2.128 3.452
H: 1.528 -1.252 3.535
H: 1.081 -2.212 2.496
O: 2.644 0.541 -0.247
H: 2.513 1.231 -0.894
H: 2.379 -0.313 -0.644
O: -0.574 -2.913 0.019
H: -0.978 -2.366 0.697
H: -0.769 -3.836 0.193

## Properties
- ΔE to the lowest compared entry with this formula, charge and spin (kJ/mol) = 0.0
- SMILES = O=C(O)CCO.O.O.O.O.O.O.O
- gap between HOMO and LUMO (eV) = 10.5

---

Computed, not measured: a single C6H12O molecule, with wB97M-V/def2-TZVPD.

Positions of all 19 atoms, in Å:
C: 1.080 -1.768 -0.372
C: 0.434 -0.869 0.662
O: 0.590 -1.057 1.849
C: -0.272 0.360 0.123
C: 1.038 1.218 -0.109
C: -1.209 0.919 1.204
C: -1.114 0.029 -1.142
H: 1.055 -1.352 -1.384
H: 0.529 -2.711 -0.365
H: 2.113 -1.970 -0.083
H: 1.934 0.703 0.281
H: 1.000 2.158 0.445
H: 1.255 1.412 -1.164
H: -1.858 1.712 0.813
H: -1.862 0.120 1.577
H: -0.657 1.299 2.065
H: -1.509 -0.996 -1.096
H: -0.556 0.113 -2.080
H: -1.993 0.679 -1.223

## Properties
- ΔE to the lowest compared entry with this formula, charge and spin (kJ/mol) = 46.5
- SMILES = CC(=O)C(C)(C)C
- gap between HOMO and LUMO (eV) = 10.2

---

Computed, not measured: a single C26H29N5O2S molecule, with wB97M-V/def2-TZVPD.

Positions of all 63 atoms, in Å:
N: 5.517 -1.565 -2.289
C: 4.734 -2.601 -1.900
N: 3.488 -2.581 -2.315
C: 2.694 -3.618 -1.975
N: 1.430 -3.608 -2.453
C: 0.811 -2.459 -3.055
C: 0.002 -1.595 -2.069
C: 0.883 -1.063 -0.939
C: 0.079 -0.164 -0.005
C: -1.110 -0.924 0.582
C: -1.906 -0.056 1.568
N: -2.462 1.154 1.005
S: -1.534 2.548 0.981
O: -0.382 2.361 1.814
O: -1.334 2.957 -0.384
C: -2.651 3.669 1.823
C: -2.320 4.011 3.103
C: -3.175 4.822 3.864
C: -4.353 5.261 3.326
C: -4.721 4.921 2.007
C: -5.934 5.362 1.438
C: -6.270 5.025 0.158
C: -5.402 4.239 -0.616
C: -4.218 3.791 -0.097
C: -3.849 4.110 1.225
C: -1.991 -1.458 -0.550
C: -1.180 -2.363 -1.475
N: 3.040 -4.659 -1.242
C: 4.314 -4.706 -0.810
C: 4.735 -5.801 -0.028
C: 6.025 -5.875 0.420
C: 6.949 -4.868 0.112
C: 6.568 -3.789 -0.643
C: 5.251 -3.683 -1.114
H: 6.386 -1.389 -1.820
H: 5.047 -0.789 -2.723
H: 0.841 -4.347 -2.104
H: 0.153 -2.802 -3.860
H: 1.617 -1.860 -3.481
H: -0.388 -0.743 -2.636
H: 1.722 -0.508 -1.360
H: 1.292 -1.903 -0.374
H: -0.277 0.710 -0.553
H: 0.714 0.201 0.804
H: -0.730 -1.780 1.152
H: -2.731 -0.638 1.995
H: -1.250 0.273 2.376
H: -2.923 1.008 0.120
H: -1.391 3.646 3.509
H: -2.897 5.088 4.872
H: -5.025 5.879 3.905
H: -6.592 5.976 2.037
H: -7.201 5.366 -0.270
H: -5.675 3.994 -1.632
H: -3.533 3.217 -0.698
H: -2.387 -0.625 -1.136
H: -2.837 -2.012 -0.135
H: -1.820 -2.742 -2.276
H: -0.811 -3.217 -0.902
H: 4.012 -6.569 0.196
H: 6.343 -6.718 1.017
H: 7.964 -4.947 0.472
H: 7.293 -3.022 -0.879

## Properties
- ΔE to the lowest compared entry with this formula, charge and spin (kJ/mol) = 19.0
- SMILES = Nc1nc(NC[C@H]2CC[C@H](CNS(=O)(=O)c3cccc4ccccc34)CC2)nc2ccccc12
- gap between HOMO and LUMO (eV) = 7.8

---

Computed, not measured: 2 unconnected molecules or ions with the total composition C4H10O2, with wB97M-V/def2-TZVPD.

Positions of all 16 atoms, in Å:
C: -2.490 0.005 -0.307
C: -1.309 -0.442 0.109
O: -1.161 -1.142 1.263
C: -0.034 -0.299 -0.685
O: 1.031 -0.167 0.238
C: 2.297 -0.261 -0.372
H: -3.389 -0.177 0.271
H: -2.574 0.549 -1.242
H: -0.212 -1.132 1.469
H: 0.132 -1.201 -1.298
H: -0.088 0.569 -1.356
H: 2.415 -1.223 -0.893
H: 2.452 0.552 -1.096
H: 3.046 -0.184 0.419
H: 0.173 2.072 0.879
H: -0.243 2.691 0.873

## Properties
- ΔE to the lowest compared entry with this formula, charge and spin (kJ/mol) = 236.4
- SMILES = C=C(O)COC.[H][H]
- gap between HOMO and LUMO (eV) = 9.7

---

Computed, not measured: 6 unconnected molecules or ions with the total composition C25H40BO16P, with wB97M-V/def2-TZVPD.

Positions of all 83 atoms, in Å:
C: -2.366 4.704 -4.154
C: -2.618 3.233 -3.965
C: -3.706 2.614 -4.821
O: -4.151 1.528 -3.998
C: -3.907 1.854 -2.710
O: -4.285 1.223 -1.776
O: -3.140 2.962 -2.643
H: -3.302 5.264 -4.145
H: -1.733 5.086 -3.355
H: -1.862 4.872 -5.105
H: -1.693 2.657 -4.066
H: -3.366 2.232 -5.779
H: -4.540 3.304 -4.966
C: 3.811 0.446 3.417
C: 4.671 -0.540 2.678
C: 6.029 -0.842 3.280
O: 6.800 -1.198 2.122
C: 6.259 -0.569 1.052
O: 6.762 -0.505 -0.022
O: 5.069 -0.025 1.386
H: 4.373 1.337 3.692
H: 2.973 0.752 2.790
H: 3.412 -0.002 4.326
H: 4.133 -1.475 2.492
H: 6.039 -1.660 3.993
H: 6.468 0.052 3.729
C: 3.465 -4.236 -5.912
C: 2.001 -4.508 -6.122
C: 1.255 -3.555 -7.036
O: -0.079 -3.623 -6.519
C: 0.000 -3.948 -5.206
O: -0.910 -3.906 -4.445
O: 1.259 -4.326 -4.897
H: 3.636 -3.184 -5.680
H: 3.847 -4.833 -5.086
H: 4.022 -4.495 -6.812
H: 1.837 -5.540 -6.446
H: 1.259 -3.836 -8.086
H: 1.620 -2.531 -6.923
C: -3.473 -0.068 4.904
C: -3.609 -1.566 4.872
C: -4.643 -2.104 3.909
O: -4.995 -3.352 4.525
C: -4.794 -3.222 5.860
O: -5.170 -3.996 6.677
O: -4.110 -2.083 6.122
H: -4.449 0.415 4.972
H: -2.886 0.245 5.766
H: -2.967 0.276 4.002
H: -2.634 -2.029 4.697
H: -4.267 -2.257 2.900
H: -5.536 -1.477 3.870
C: -0.030 5.378 3.459
C: 1.429 5.124 3.727
C: 2.208 4.422 2.631
O: 3.232 3.751 3.377
C: 2.748 3.507 4.618
O: 3.256 2.783 5.411
O: 1.599 4.187 4.811
H: -0.516 4.478 3.082
H: -0.535 5.681 4.375
H: -0.137 6.175 2.724
H: 1.941 6.046 4.016
H: 2.661 5.084 1.899
H: 1.597 3.668 2.129
C: -0.195 -0.115 -4.252
C: -0.942 -0.344 -3.346
C: -1.837 -0.652 -2.236
C: -1.257 -1.762 -1.342
C: -1.887 -1.770 0.070
B: -0.911 -2.485 1.029
P: 0.604 -1.433 1.632
O: 0.096 -0.304 2.475
H: 0.634 -0.028 -4.903
H: -2.011 0.247 -1.645
H: -2.800 -0.967 -2.638
H: -0.177 -1.606 -1.287
H: -1.400 -2.725 -1.828
H: -2.849 -2.280 0.041
H: -2.047 -0.738 0.395
H: -1.092 -3.595 1.424
H: 1.306 -1.024 0.480
H: 1.507 -2.264 2.314

## Properties
- SMILES = C[C@@H]1COC(=O)O1.C[C@@H]1COC(=O)O1.C[C@@H]1COC(=O)O1.C[C@@H]1COC(=O)O1.C[C@@H]1COC(=O)O1.C#CCCCB[PH2]=O
- gap between HOMO and LUMO (eV) = 9.2

---

Computed, not measured: a molecular structure, C6H13NNaO4S in a non-equilibrium geometry, with wB97M-V/def2-TZVPD.

Positions of all 26 atoms, in Å:
C: 0.084 0.994 2.900
N: -0.489 0.219 1.789
C: -0.892 1.049 0.663
C: -1.262 0.243 -0.594
O: -0.533 0.723 -1.784
S: 0.986 0.496 -1.954
O: 1.256 0.013 -3.266
O: 1.662 1.750 -1.606
C: 1.428 -0.681 -0.706
C: 0.363 -1.728 -0.350
C: -1.091 -1.275 -0.549
O: -1.623 -1.714 -1.785
H: -0.113 2.065 2.796
H: -0.344 0.677 3.850
H: 1.165 0.848 2.954
H: -1.289 -0.296 2.134
H: -0.048 1.696 0.416
H: -1.727 1.722 0.899
H: -2.289 0.444 -0.884
H: 2.315 -1.140 -1.148
H: 1.720 -0.107 0.171
H: 0.512 -1.969 0.700
H: 0.527 -2.635 -0.932
H: -1.702 -1.643 0.283
H: -1.736 -2.677 -1.765
Na: 3.118 2.926 -2.232

## Properties
- ΔE to the lowest compared entry with this formula, charge and spin (kJ/mol) = 0.0
- charge = +1
- gap between HOMO and LUMO (eV) = 8.3